a) Entry from the Open Molecules 2025 dataset: a molecular structure, C4H10N2O3 (wB97M-V/def2-TZVPD).

Results
2S+1 = 1

Each line ends with the Mulliken charge.
CARTESIAN COORDINATES (ANGSTROEM)
C -1.173 1.771 0.374  -1.425
C -0.967 0.292 0.281  1.049
C -0.680 -0.314 -1.057  -0.810
O -1.694 -0.434 1.139  -0.557
H -1.089 -1.206 1.378  0.535
H -2.127 2.029 -0.102  0.349
H -0.383 2.296 -0.165  0.330
H -1.208 2.090 1.416  0.348
H -1.061 -1.334 -1.126  0.257
H -1.026 0.303 -1.885  0.376
N 0.801 -0.184 0.781  -0.269
C 0.898 -0.385 -1.061  0.656
N 0.690 -1.523 1.290  -0.622
O 1.395 0.872 -1.469  -0.490
O 1.487 -1.405 -1.467  -0.743
H 2.171 0.645 -2.006  0.307
H 1.687 0.297 0.934  0.258
H 1.220 -1.627 2.152  0.210
H 1.060 -2.183 0.594  0.242

b) Entry from the Open Molecules 2025 dataset: 3 unconnected molecules or ions with the total composition C4H10N2O3 (wB97M-V/def2-TZVPD).

Results
Structure (SMILES) = C[C@]1(N)CN1.O=C=O.O
2S+1 = 1

Each line ends with the Mulliken charge.
CARTESIAN COORDINATES (ANGSTROEM)
C 4.346 0.309 -0.667  0.720
C 0.410 1.311 0.156  -1.518
C -1.307 -0.280 -0.724  -0.625
C 0.033 -0.069 -0.138  1.249
N 0.904 -1.153 -0.455  -0.639
N -1.123 -0.522 0.623  -0.589
O 4.662 -0.264 -1.607  -0.364
O 3.967 0.893 0.241  -0.341
O 1.235 -0.730 2.172  -0.660
H 1.429 1.541 -0.180  0.248
H 0.435 1.551 1.195  0.259
H -0.389 1.872 -0.248  0.393
H -1.388 -1.175 -1.407  0.273
H -1.978 0.566 -1.184  0.188
H 1.800 -1.002 0.046  0.195
H 1.256 -1.236 -1.352  0.285
H -1.329 -1.484 0.895  0.299
H 0.838 -1.580 2.050  0.311
H 0.809 -0.142 2.809  0.313

Most stable: b) (next structure +84.7 kJ/mol)

a) Entry from the Open Molecules 2025 dataset: C3H11ClN2Si in the gas phase (wB97M-V/def2-TZVPD).

Results
Structure (SMILES) = C[Si](C)(C)NNCl
2S+1 = 1

Each line ends with the Mulliken charge.
CARTESIAN COORDINATES (ANGSTROEM)
C 1.246 -0.768 -1.535  -1.296
C 0.885 -0.494 1.591  -0.976
C -1.539 -1.134 -0.361  -1.000
N -0.197 1.437 -0.352  -0.091
N -1.026 2.026 0.675  -0.470
Si 0.122 -0.218 -0.135  0.454
Cl -0.189 2.873 2.024  -0.134
H 0.902 -0.570 -2.444  0.497
H 2.311 -0.537 -1.445  0.306
H 1.154 -1.825 -1.626  0.384
H 1.409 -1.487 1.404  0.266
H 1.430 0.374 2.035  0.297
H 0.001 -0.607 2.189  0.296
H -1.517 -1.377 -1.469  0.256
H -1.505 -2.070 0.152  0.331
H -2.477 -0.538 -0.187  0.304
H 0.509 2.162 -0.654  0.279
H -1.520 2.753 0.137  0.298

b) Entry from the Open Molecules 2025 dataset: 2 unconnected molecules or ions with the total composition C3H11ClN2Si (wB97M-V/def2-TZVPD).

Results
Structure (SMILES) = C[Si](C)(C)Cl.[H]/N=N\[H]
2S+1 = 1

Each line ends with the Mulliken charge.
CARTESIAN COORDINATES (ANGSTROEM)
C 0.249 0.494 -1.658  -1.073
C -2.188 -1.195 -0.258  -1.148
C -0.723 0.944 1.348  -1.026
N 2.346 0.427 0.649  0.018
N 3.072 0.551 -0.289  -0.437
Si -0.482 -0.374 -0.035  0.714
Cl 0.745 -1.967 0.450  -0.337
H 0.392 1.613 -1.665  0.332
H 1.249 0.141 -1.768  0.312
H -0.440 0.300 -2.505  0.342
H -2.901 -0.357 -0.219  0.293
H -2.578 -2.009 -0.906  0.350
H -2.632 -1.666 0.657  0.328
H -0.871 0.478 2.382  0.278
H 0.031 1.686 1.529  0.350
H -1.687 1.391 1.089  0.293
H 2.585 -0.305 1.448  0.201
H 3.831 -0.153 -0.249  0.209

Most stable: b) (next structure +43.8 kJ/mol)

a) Entry from the Open Molecules 2025 dataset: 2 unconnected molecules or ions with the total composition C2H10BrN4 (wB97M-V/def2-TZVPD).

Results
Net charge = +1
2S+1 = 1

Each line ends with the Mulliken charge.
CARTESIAN COORDINATES (ANGSTROEM)
C 1.765 2.429 -0.068  -0.663
C 0.812 -1.218 -0.149  0.176
N -0.107 -2.143 0.148  -0.294
N 0.750 0.087 0.140  0.352
N -3.297 -1.111 -0.073  -0.582
N 1.766 0.898 0.028  -0.589
Br -2.469 0.531 0.063  0.011
H 1.502 2.742 -1.215  0.269
H 1.027 2.795 0.554  0.325
H 2.760 2.860 0.199  0.270
H 1.705 -1.628 -0.527  0.329
H 0.156 -3.060 0.037  0.256
H -0.760 -1.711 0.805  0.190
H -0.141 0.500 0.528  0.123
H -3.912 -1.172 0.837  0.321
H -3.970 -1.191 -0.769  0.300
H 2.413 0.392 -0.539  0.207

b) Entry from the Open Molecules 2025 dataset: 3 unconnected molecules or ions with the total composition C2H10BrN4 (wB97M-V/def2-TZVPD).

Results
Net charge = +1
2S+1 = 1

Each line ends with the Mulliken charge.
CARTESIAN COORDINATES (ANGSTROEM)
C -2.636 -0.013 -0.430  -0.815
C -0.328 0.738 -0.818  0.048
N -0.661 -0.577 0.977  -0.543
N 0.893 0.684 -0.568  -0.557
N -1.275 0.160 -0.051  0.159
N 2.774 -0.459 0.730  -0.514
Br 2.047 1.616 -1.711  0.000
H -3.319 0.687 0.227  0.248
H -2.878 0.285 -1.462  0.338
H -2.759 -0.985 -0.225  0.344
H -0.776 1.728 -2.257  0.232
H -0.971 -0.394 1.925  0.234
H -0.854 -1.508 0.694  0.241
H 1.750 -0.185 0.341  0.544
H 3.071 -1.207 0.216  0.327
H 3.237 0.446 0.782  0.349
H 2.686 -1.014 1.630  0.365

Most stable: a) (next structure +192.2 kJ/mol)

a) Entry from the Open Molecules 2025 dataset: 2 unconnected molecules or ions with the total composition CH4N2O2 (wB97M-V/def2-TZVPD).

Results
2S+1 = 3

Each line ends with the Mulliken spin population.
CARTESIAN COORDINATES (ANGSTROEM)
C -0.334 0.811 0.906  -0.021
N 1.435 -1.454 -0.276  0.765
N -0.674 -0.332 0.133  0.707
O -0.670 -0.074 -1.160  0.136
O 1.360 -1.340 -1.445  0.300
H -0.295 1.636 0.258  0.000
H 0.727 0.727 1.455  0.063
H -1.165 0.894 1.772  0.038
H -0.385 -0.869 -1.642  0.012

b) Entry from the Open Molecules 2025 dataset: CH4N2O2 in the gas phase (wB97M-V/def2-TZVPD).

Results
2S+1 = 3

Each line ends with the Mulliken spin population.
CARTESIAN COORDINATES (ANGSTROEM)
C 1.091 0.359 -0.126  0.005
N -2.298 -0.220 -0.185  0.890
N -1.124 -0.247 -0.415  0.779
O 1.610 -0.829 0.336  0.007
O -0.254 0.472 0.405  0.222
H 0.905 -1.410 0.276  -0.004
H 1.660 1.165 0.316  0.008
H 1.114 0.358 -1.192  -0.015
H -2.704 0.353 0.585  0.107

Most stable: a) (next structure +44.4 kJ/mol)

a) Entry from the Open Molecules 2025 dataset: a molecular structure, C6H13O7Tl (wB97M-V/def2-TZVPD).

Results
Net charge = +2
2S+1 = 1

Each line ends with the Mulliken charge.
CARTESIAN COORDINATES (ANGSTROEM)
Tl 0.978 1.509 1.694  0.998
O 1.921 -0.948 -2.163  -0.143
H 2.233 -1.510 -2.899  0.391
C 4.476 -4.143 4.706  -0.588
O 3.216 -4.456 5.277  -0.207
C 1.980 -4.056 4.709  0.780
O 1.867 -3.201 3.798  -0.495
O 0.961 -4.653 5.415  -0.223
C -0.376 -4.359 5.129  -0.609
H 4.440 -3.570 3.780  0.315
H 4.984 -5.079 4.473  0.270
H 5.006 -3.539 5.442  0.267
H -0.580 -3.414 5.632  0.291
H -1.039 -5.105 5.568  0.250
H -0.588 -4.421 4.061  0.303
C -2.174 6.216 -5.221  -0.547
O -1.970 5.644 -3.922  -0.252
C -2.166 4.337 -3.628  0.813
O -1.879 3.863 -2.477  -0.468
O -2.632 3.644 -4.684  -0.257
C -2.948 2.268 -4.510  -0.587
H -3.225 6.237 -5.509  0.300
H -1.574 5.650 -5.934  0.296
H -1.882 7.259 -5.343  0.264
H -3.610 1.973 -5.324  0.245
H -3.413 2.135 -3.533  0.316
H -2.007 1.718 -4.538  0.275

b) Entry from the Open Molecules 2025 dataset: a molecular structure, C6H13O7Tl (wB97M-V/def2-TZVPD).

Results
Net charge = +2
2S+1 = 1

Each line ends with the Mulliken charge.
CARTESIAN COORDINATES (ANGSTROEM)
Tl -1.022 2.668 1.375  1.236
O -2.719 2.186 3.392  -0.251
H -2.582 1.589 4.164  0.373
C -2.145 -1.711 -0.838  -0.607
O -1.608 -2.241 0.379  -0.276
C -1.249 -1.400 1.299  0.862
O -1.363 -0.172 1.296  -0.405
O -0.657 -2.103 2.258  -0.261
C -0.338 -1.488 3.497  -0.593
H -1.705 -0.782 -1.200  0.165
H -3.218 -1.513 -0.797  0.332
H -2.088 -2.444 -1.640  0.308
H -0.543 -0.416 3.488  0.169
H 0.706 -1.693 3.721  0.283
H -1.016 -1.851 4.273  0.305
C 2.691 2.631 -2.916  -0.582
O 1.381 2.468 -2.321  -0.310
C 0.996 1.371 -1.722  0.824
O -0.019 1.349 -1.024  -0.402
O 1.731 0.339 -2.032  -0.303
C 1.493 -0.952 -1.465  -0.505
H 2.545 3.010 -3.928  0.274
H 3.284 1.725 -2.999  0.323
H 3.217 3.415 -2.378  0.285
H 0.715 -1.504 -1.993  0.293
H 1.118 -0.922 -0.440  0.118
H 2.394 -1.557 -1.452  0.343

Most stable: b) (next structure +193.0 kJ/mol)